Molecular formula: C4H9S
Method: DFT, ωB97M-V with the def2-TZVPD basis set

Summary:
ΔE to the lowest compared entry with this formula, charge and spin (kJ/mol): 87.4
Multiplicity: 1
M (g/mol): 89.183
Kohn-Sham gap (eV): 5.9
DFT total energy (eV): -15128.74393
Net charge: -1

Bonds (Å) are listed after each position.
Positions of all 14 atoms, in Å:
1 C -2.10249 0.96193 0.75777  S2 1.839, H3 1.092, H4 1.094, H5 1.088
2 S -2.99045 0.17491 -0.64661  C1 1.839
3 H -1.59035 1.84411 0.36931  C1 1.092
4 H -2.83546 1.31981 1.48618  C1 1.094
5 H -1.36463 0.32565 1.24177  C1 1.088
6 C 1.52411 -1.50398 0.11491  C7 1.505, H9 1.096, H10 1.085, H11 1.087
7 C 1.32218 -0.02084 -0.04185  C6 1.505, C8 1.322, H12 1.083
8 C 0.73527 0.48945 -1.11147  C7 1.322, H13 1.084, H14 1.085
9 H 0.91275 -1.93777 0.91399  C6 1.096
10 H 1.10728 -1.97464 -0.76912  C6 1.085
11 H 2.56483 -1.81179 0.18355  C6 1.087
12 H 1.79363 0.67059 0.64500  C7 1.083
13 H 0.80037 1.54578 -1.34378  C8 1.084
14 H 0.12296 -0.08318 -1.79966  C8 1.085

---

Molecular formula: C3H4O2
Method: DFT, ωB97M-V with the def2-TZVPD basis set

Summary:
ΔE to the lowest compared entry with this formula, charge and spin (kJ/mol): 478.5
Multiplicity: 1
M (g/mol): 72.063
Kohn-Sham gap (eV): 9.8
DFT total energy (eV): -7265.72692
Net charge: 0

Bonds (Å) are listed after each position.
Positions of all 9 atoms, in Å:
1 C 2.52142 0.16293 -0.09602  C2 1.192, H6 1.067
2 C 1.33357 0.06677 -0.05346  C1 1.192
3 C -0.77518 -0.02976 -0.43717  O4 1.338, O5 1.398, H7 1.049
4 O -1.25047 1.05669 0.18274  C3 1.338, H8 0.974
5 O -1.39905 -1.22676 -0.07249  C3 1.398, H9 0.990
6 H 3.58265 0.17701 0.01589  C1 1.067
7 H -0.71565 -0.03232 -1.48405  C3 1.049
8 H -1.50736 1.17100 1.11508  O4 0.974
9 H -1.78992 -1.34556 0.82949  O5 0.990